Model one:
Entry from the OMol25 dataset: a cluster of 2 separate species, C3H10N3 in total (ωB97M-V with the def2-TZVPD basis set).

**HOMO energy**: -0.51716 Eh
**Net charge**: +1
**Orbital gap**: 10.47 eV

Element x y z (Å)
C: -0.5113 -0.3142 -2.6366
C: 0.8492 -0.3623 -2.5860
H: -0.9962 0.6772 -2.4881
H: -1.1746 -1.1617 -2.9330
H: 1.4446 0.5484 -2.5780
H: 1.3783 -1.2979 -2.7293
N: -0.4798 -0.8385 0.5159
C: -0.0709 0.1555 1.2967
N: 0.4235 -0.0850 2.5328
N: -0.2316 1.4657 0.8510
H: -0.5417 -0.6434 -0.5010
H: -0.4386 -1.7690 0.8867
H: 0.9698 0.6592 3.0116
H: 0.4710 -1.0454 2.9147
H: -1.1529 1.5897 0.4175
H: 0.4533 1.7727 0.2565

Model two:
Entry from the OMol25 dataset: a structure of composition C3H10N3 (ωB97M-V with the def2-TZVPD basis set).

**HOMO energy**: -0.51317 Eh
**Net charge**: +1
**Orbital gap**: 10.85 eV

Element x y z (Å)
C: -2.1625 -0.3109 -0.3567
C: -0.3045 0.0198 0.4394
C: 2.0910 -0.1979 -0.1631
N: -1.4250 0.9039 0.2011
N: -0.8630 -1.0038 -0.2955
N: 1.0051 0.8169 -0.1183
H: -2.9405 -0.6035 0.4283
H: -2.5085 -0.2875 -1.3522
H: 0.1113 -0.2003 1.3880
H: 1.8650 -1.0628 -0.7861
H: 3.0119 0.2358 -0.3507
H: 2.2640 -0.5652 0.8389
H: -1.9472 1.4278 0.9040
H: -0.4854 -1.9148 -0.3525
H: 0.8790 1.2357 -1.0162
H: 1.4094 1.5068 0.5917

The data favor model one; the next most stable structure lies 1.444 eV above it.

Model one:
Entry from the OMol25 dataset: a cluster of 2 separate species, C3H10N3 in total (ωB97M-V with the def2-TZVPD basis set).

**HOMO energy**: -0.46505 Eh
**Net charge**: +1
**Orbital gap**: 8.59 eV

Element x y z (Å)
N: -0.4055 0.9622 1.0851
C: 0.2880 2.0705 1.0228
N: -0.0691 3.3470 0.9736
H: -1.3958 0.9766 1.3570
H: 0.0629 0.0599 1.0528
H: 1.3920 1.9716 0.9760
H: 0.5856 4.1048 0.7954
H: -1.0311 3.5661 1.1212
C: -0.8174 -2.7752 -0.6206
C: 0.7759 -1.4256 -1.6456
N: 0.5816 -2.5245 -1.0105
H: -1.3337 -3.4018 -1.3475
H: -1.4880 -1.8916 -0.4522
H: -0.7387 -3.2960 0.3380
H: 1.6460 -1.2329 -2.2583
H: 0.0727 -0.5674 -1.4601

Model two:
Entry from the OMol25 dataset: the ion C3H10N3 with charge +1 (ωB97M-V with the def2-TZVPD basis set).

**HOMO energy**: -0.46856 Eh
**SMILES**: C[NH2+]/N=C(/C)N
**Net charge**: +1
**Orbital gap**: 8.95 eV

Element x y z (Å)
C: -2.1812 0.2505 0.5219
N: -1.4418 -0.4391 -0.6352
N: -0.3195 -1.1448 -0.2866
C: 1.2119 -0.1485 -0.1351
C: 2.3330 -1.0329 0.2973
N: 1.2076 1.1153 -0.4222
H: -3.0784 0.6938 0.0974
H: -2.1933 -0.5397 1.2352
H: -1.7463 1.1762 0.9446
H: -2.1994 -0.9942 -0.9993
H: -1.3862 0.2897 -1.2746
H: 2.2853 -1.7501 -0.3884
H: 3.1424 -0.4113 0.5241
H: 2.2008 -1.4611 1.2054
H: 1.9251 1.7160 -0.0989
H: 0.5360 1.3789 -1.1047

Model three:
Entry from the OMol25 dataset: a cluster of 2 separate species, C3H10N3 in total (ωB97M-V with the def2-TZVPD basis set).

**HOMO energy**: -0.47243 Eh
**Net charge**: +1
**Orbital gap**: 7.19 eV

Element x y z (Å)
C: -0.1845 1.6344 -2.3777
N: 0.2408 1.7495 -1.1668
H: 0.0272 2.3903 -3.1072
H: -0.7508 0.7348 -2.6062
H: -0.0026 0.9795 -0.4831
H: 0.8414 2.5239 -0.8355
C: -1.6597 -0.3575 0.4082
N: -0.2673 -0.9028 0.3197
C: 0.5728 -0.8712 1.4243
N: 1.6423 -1.6226 1.5234
H: -2.4106 -1.1197 0.7307
H: -1.7139 0.4643 1.1526
H: -2.0184 0.0823 -0.5410
H: -0.1647 -1.7309 -0.2323
H: 0.2549 -0.1693 2.2438
H: 2.2560 -1.1585 2.2154

Model four:
Entry from the OMol25 dataset: a cluster of 3 separate species, C3H10N3 in total (ωB97M-V with the def2-TZVPD basis set).

**HOMO energy**: -0.48341 Eh
**Net charge**: +1
**Orbital gap**: 10.14 eV

Element x y z (Å)
C: -0.7252 0.6648 -0.6377
C: -2.0469 0.8810 -0.5503
C: -1.8311 -1.6634 -0.3650
N: -1.6367 -0.4431 -0.4214
N: 0.5269 1.0571 -0.6450
N: 2.6918 -0.3614 0.0522
H: -0.4103 0.8337 2.4166
H: -2.9914 1.4172 -0.5867
H: -0.8314 1.1117 2.9298
H: -2.8529 -2.1426 -0.3426
H: -1.0316 -2.2927 -0.5528
H: 0.7526 2.0745 -0.9467
H: 2.6948 -1.2160 -0.5988
H: 3.0755 -0.6603 0.8845
H: 3.2799 0.3242 -0.4217
H: 1.3359 0.4154 -0.2143

The data favor model one; the next most stable structure lies 0.435 eV above it.

Model one:
Entry from the OMol25 dataset: a structure of composition C3H10N3 (ωB97M-V with the def2-TZVPD basis set).

**HOMO energy**: -0.50945 Eh
**Net charge**: +1
**Orbital gap**: 9.28 eV

Element x y z (Å)
C: -0.9293 -1.3493 -1.8866
C: 1.4606 -0.0385 0.8047
C: 0.5495 0.6142 1.7400
N: -0.3374 -0.9438 -1.0071
N: -1.2362 -1.8850 -3.0093
N: 0.1314 -0.0763 2.7802
H: -0.9571 3.1444 -1.0944
H: 0.9483 -0.6596 0.0463
H: 1.9848 0.7155 0.2143
H: 2.1156 -0.7693 1.2580
H: -1.0658 3.8678 -0.7840
H: -0.0326 1.4490 1.4752
H: -0.7225 -1.3751 -3.7366
H: -2.1845 -2.1218 -3.3210
H: 0.6935 -0.9376 2.9491
H: -0.4183 0.3653 3.5710

Model two:
Entry from the OMol25 dataset: a cluster of 2 separate species, C3H10N3 in total (ωB97M-V with the def2-TZVPD basis set).

**HOMO energy**: -0.51971 Eh
**Net charge**: +1
**Orbital gap**: 9.63 eV

Element x y z (Å)
C: 1.3944 -0.1432 -2.0725
N: 0.2853 -0.6503 -1.7223
H: 1.7653 0.6918 -1.4935
H: 1.9643 -0.5594 -2.8954
H: -0.0790 -1.4521 -2.2282
H: -0.2562 -0.1851 -0.9095
C: -2.1769 -0.1727 0.8782
N: -0.8970 0.4707 0.5163
C: 0.2061 0.2502 1.3826
N: 1.3602 0.5403 0.9751
H: -2.9791 0.5565 0.8669
H: -2.4099 -0.9735 0.1785
H: -2.1158 -0.5927 1.8818
H: -1.0047 1.4674 0.3670
H: -0.0298 -0.1770 2.3586
H: 2.0526 0.3758 1.7039

The data favor model two; the next most stable structure lies 1.576 eV above it.

Model one:
Entry from the OMol25 dataset: an isolated molecule of C23H35N3O3 (ωB97M-V with the def2-TZVPD basis set).

**HOMO energy**: -0.32981 Eh
**SMILES**: CC1(C)C[C@@H](C(=O)N2CCCCC(C)(C)C2)CN(C(=O)c2ncoc2C2CC2)C1
**Orbital gap**: 9.70 eV

Element x y z (Å)
C: -1.8039 -2.6194 2.8687
C: -1.4951 -1.5698 1.8053
C: -2.2109 -0.2649 2.1641
C: 0.0255 -1.3615 1.7203
C: 0.4313 -0.4831 0.5372
C: 1.9423 -0.3464 0.4363
O: 2.6867 -1.1713 0.9430
N: 2.4093 0.7141 -0.2832
C: 1.5815 1.8227 -0.7493
C: 1.2977 2.8963 0.3066
C: 2.4088 3.0824 1.3382
C: 3.8300 3.1327 0.7668
C: 4.5542 1.7857 0.5717
C: 5.9494 2.0739 0.0090
C: 4.7147 1.0688 1.9154
C: 3.8494 0.8723 -0.4451
C: -0.1208 -1.1075 -0.7479
N: -1.5651 -1.2326 -0.6454
C: -2.3451 -0.3460 -1.3110
O: -1.8934 0.5312 -2.0307
C: -3.8291 -0.5166 -1.1580
N: -4.5892 0.2603 -0.2847
C: -5.7931 -0.1327 -0.5018
O: -5.9232 -1.0905 -1.4398
C: -4.6358 -1.3360 -1.8607
C: -4.4065 -2.3524 -2.8951
C: -4.8185 -2.0583 -4.3152
C: -3.3679 -2.0811 -3.9520
C: -1.9968 -2.0904 0.4476
H: -1.3204 -3.5709 2.6347
H: -1.4432 -2.2913 3.8452
H: -2.8798 -2.7912 2.9486
H: -2.0801 0.5108 1.4085
H: -3.2855 -0.4271 2.2653
H: -1.8330 0.1203 3.1138
H: 0.3890 -0.9245 2.6545
H: 0.5257 -2.3285 1.6187
H: -0.0165 0.5063 0.6521
H: 2.1361 2.2674 -1.5775
H: 0.6461 1.4595 -1.1728
H: 1.1237 3.8385 -0.2206
H: 0.3637 2.6676 0.8276
H: 2.2105 4.0171 1.8680
H: 2.3452 2.2984 2.0951
H: 3.8251 3.6866 -0.1802
H: 4.4564 3.7161 1.4487
H: 6.5047 1.1472 -0.1522
H: 5.8884 2.6044 -0.9441
H: 6.5217 2.6906 0.7046
H: 5.2604 0.1334 1.7840
H: 5.2718 1.7032 2.6097
H: 3.7605 0.8103 2.3713
H: 4.3004 -0.1181 -0.4065
H: 4.0065 1.2811 -1.4486
H: 0.1120 -0.5247 -1.6345
H: 0.3057 -2.1097 -0.8625
H: -6.6982 0.2137 -0.0302
H: -4.5100 -3.3801 -2.5661
H: -5.2206 -2.8771 -4.8945
H: -5.2740 -1.0969 -4.5082
H: -2.8442 -1.1362 -3.9019
H: -2.7687 -2.9179 -4.2818
H: -1.5827 -3.0903 0.2756
H: -3.0836 -2.1682 0.4457

Model two:
Entry from the OMol25 dataset: an isolated molecule of C23H35N3O3 (ωB97M-V with the def2-TZVPD basis set).

**HOMO energy**: -0.32611 Eh
**SMILES**: CC1(C)C[C@@H](C(=O)N2CCCCC(C)(C)C2)CN(C(=O)c2ncoc2C2CC2)C1
**Orbital gap**: 9.55 eV

Element x y z (Å)
C: -0.5390 4.1733 -1.0990
C: -0.0345 2.7393 -0.9638
C: 0.9048 2.6513 0.2423
C: -1.2334 1.7920 -0.7910
C: -0.8408 0.3193 -0.8955
C: -2.0575 -0.5878 -0.8149
O: -3.1481 -0.2055 -1.2152
N: -1.8585 -1.8389 -0.3174
C: -0.5716 -2.3500 0.1480
C: -0.2802 -2.0782 1.6274
C: -1.5253 -2.0571 2.5157
C: -2.5416 -3.1722 2.2420
C: -3.6030 -2.8931 1.1589
C: -4.5629 -4.0833 1.1169
C: -4.3997 -1.6297 1.4910
C: -2.9826 -2.7618 -0.2392
C: -0.1260 0.0960 -2.2326
N: 1.0477 0.9508 -2.2890
C: 2.2183 0.4303 -1.8377
O: 2.3154 -0.7240 -1.4349
C: 3.4018 1.3301 -1.8013
N: 3.8384 2.1235 -2.8616
C: 4.9205 2.6552 -2.4292
O: 5.2608 2.2949 -1.1680
C: 4.2814 1.4275 -0.7791
C: 4.3414 0.8444 0.5596
C: 5.6679 0.6896 1.2557
C: 4.6959 1.7189 1.7399
C: 0.7225 2.3706 -2.2517
H: -1.2091 4.2737 -1.9554
H: -1.0896 4.4728 -0.2050
H: 0.2918 4.8706 -1.2317
H: 1.3246 1.6524 0.3759
H: 1.7407 3.3468 0.1344
H: 0.3668 2.9086 1.1576
H: -1.7158 1.9880 0.1713
H: -1.9818 1.9984 -1.5603
H: -0.1374 0.0676 -0.1009
H: -0.6034 -3.4278 -0.0189
H: 0.2432 -1.9743 -0.4704
H: 0.4128 -2.8502 1.9736
H: 0.2478 -1.1264 1.7377
H: -1.1976 -2.1206 3.5557
H: -2.0182 -1.0877 2.4224
H: -2.0124 -4.1006 1.9932
H: -3.0874 -3.3807 3.1671
H: -5.3056 -3.9585 0.3258
H: -4.0256 -5.0171 0.9336
H: -5.0961 -4.1813 2.0646
H: -5.2461 -1.5289 0.8097
H: -4.7830 -1.6766 2.5136
H: -3.8052 -0.7230 1.3867
H: -3.7429 -2.4237 -0.9421
H: -2.6259 -3.7431 -0.5680
H: 0.1842 -0.9367 -2.3672
H: -0.7970 0.3732 -3.0502
H: 5.5850 3.3336 -2.9367
H: 3.6069 0.0657 0.7071
H: 5.8099 -0.2041 1.8459
H: 6.5442 1.0376 0.7277
H: 4.9210 2.7557 1.5314
H: 4.1676 1.5389 2.6652
H: 0.0924 2.5899 -3.1191
H: 1.6291 2.9626 -2.3504

The data favor model two; the next most stable structure lies 0.169 eV above it.